[1]
C6H12N2 | ωB97M-V with the def2-TZVPD basis set

Geometry as XYZ:
```
20
Properties=species:S:1:pos:R:3:forces:R:3
C 2.174962 -1.974750 0.635362 -0.39 0.41 -0.70
N 2.185983 -1.027102 -0.281953 -0.77 -1.06 2.38
N 1.458098 0.078431 0.022987 -1.55 -4.09 3.05
C 1.586183 1.236457 -0.623575 1.89 3.77 -3.00
C 0.480950 0.102895 1.106640 -1.00 0.04 -1.65
C -0.832968 -0.108864 0.876592 1.29 0.27 0.70
C -1.588271 -0.485205 -0.364622 1.07 1.49 -0.26
C -2.555141 0.661138 -0.724595 0.26 -0.27 1.55
H 2.517561 -2.946781 0.316255 0.59 0.09 -0.15
H 1.723754 -2.007875 1.678071 0.26 0.76 -1.51
H 2.483421 1.802477 -0.389194 0.47 0.48 0.96
H 1.818248 1.164014 -1.697223 -0.96 -0.49 -0.19
H 0.748432 1.878099 -0.398736 -0.27 0.19 -0.42
H 0.753865 0.588153 2.026845 0.40 -0.20 0.49
H -1.444994 0.145116 1.747784 -0.11 -0.28 -0.24
H -0.944567 -0.701483 -1.235290 0.03 0.13 0.51
H -2.146167 -1.371211 -0.187525 -0.65 -0.81 0.28
H -2.967152 1.225421 0.126802 -0.44 -1.01 0.11
H -3.254828 0.257141 -1.382270 -1.86 -0.54 -0.68
H -2.197360 1.483928 -1.252354 1.74 1.12 -1.22
```
Forces are in eV/Å.

Computed properties:
energy above the lowest of the compared OMol25 structures with the same formula, charge and spin	340.2	kJ/mol
HOMO energy	-7.79	eV
orbital gap	8.82	eV

[2]
C20H17Cl8FO4 | ωB97M-V with the def2-TZVPD basis set

Geometry as XYZ:
```
50
Properties=species:S:1:pos:R:3:forces:R:3
Cl -5.498910 -0.105244 2.469080 0.10 0.50 0.42
C -7.014470 0.305866 1.667450 -0.48 -1.39 0.66
Cl -7.611760 1.925056 1.990130 0.09 -0.48 0.28
Cl -6.722140 0.113766 -0.027940 -0.34 -0.09 -0.72
Cl -8.193420 -1.033184 2.288800 0.59 1.44 -0.70
Cl -2.771470 -5.063384 0.795880 -0.08 0.93 -0.49
C -3.548980 -3.434924 0.881620 0.38 -0.03 0.29
Cl -5.203060 -3.545204 0.353670 -0.36 -0.11 -0.26
Cl -3.531850 -2.996744 2.598140 0.18 0.24 -0.05
Cl -2.737780 -2.134754 -0.089670 -0.09 -1.12 0.49
O 3.979190 2.056476 3.958960 0.00 -1.00 -0.16
C 4.008000 1.413446 2.726590 0.09 0.21 0.20
C 3.777490 2.073456 1.532400 -0.48 0.82 1.27
C 3.745640 1.420086 0.337550 -0.14 0.08 -1.28
C 3.981850 0.078156 0.300140 0.21 -2.24 -0.70
O 3.922550 -0.665094 -0.877890 0.29 1.32 -0.47
C 4.283380 -0.599984 1.464200 -0.76 -0.49 0.92
C 4.224420 0.028756 2.685910 -0.17 1.43 0.73
H 3.872120 3.009946 3.926880 0.00 0.00 -0.56
H 3.403790 3.086156 1.567030 0.35 0.38 -0.01
H 3.478060 1.962406 -0.557270 0.00 -0.08 -0.16
H 3.457470 -1.503864 -0.835790 -0.05 0.11 0.60
H 4.342750 -1.678124 1.486170 0.27 -0.12 -0.34
H 4.225010 -0.470224 3.643730 0.39 -0.35 -0.08
O 2.008020 -3.161004 -4.883940 0.53 0.74 -0.30
C 1.393920 -1.979284 -4.489500 0.21 -1.32 -0.01
C 0.200150 -2.019424 -3.790540 0.33 -1.66 0.72
C -0.443850 -0.918264 -3.363470 0.52 1.59 -0.89
C 0.127220 0.319066 -3.725090 -1.16 -0.91 1.06
O -0.647390 1.399486 -3.466870 0.27 1.76 -0.58
C 1.362630 0.402586 -4.357190 -2.03 0.45 0.89
C 1.973900 -0.764314 -4.756260 0.76 0.73 -0.69
H 1.552030 -3.955074 -4.595610 -0.36 0.30 0.18
H -0.211610 -2.941624 -3.407920 0.11 -0.58 -0.48
H -1.411960 -1.023064 -2.896370 0.01 0.36 0.19
H -0.985680 1.441776 -2.569450 0.16 -0.33 -0.13
H 1.721210 1.408326 -4.519350 0.37 -0.13 -0.30
H 2.865230 -0.557164 -5.329860 0.34 -0.96 -0.01
F -1.034330 1.305626 -0.831990 0.33 -0.32 -0.46
C -0.931810 1.348436 0.501380 -0.30 0.89 1.57
C -2.035610 0.962986 1.226500 -0.31 -0.26 -0.90
C -2.074740 1.110296 2.587560 0.73 0.75 0.18
C -0.980090 1.700496 3.228300 1.26 0.09 0.03
C 0.202980 2.069766 2.513100 -2.01 -0.80 -0.86
C 0.173730 1.919676 1.119630 0.32 -0.92 -0.05
H -2.899230 0.558036 0.719970 -0.02 0.02 -0.17
H -3.018040 0.833536 3.034740 0.30 0.07 0.66
H -0.964640 1.827416 4.300700 -0.18 0.01 0.11
H 1.122860 2.438236 2.942560 -0.22 0.01 0.44
H 1.067240 2.030636 0.523200 0.05 0.48 -0.05
```
Forces are in eV/Å.

Computed properties:
energy above the lowest of the compared OMol25 structures with the same formula, charge and spin	144.2	kJ/mol
HOMO energy	-7.93	eV
orbital gap	7.74	eV

[3]
C36H28AuFOP2S | ωB97M-V with the def2-TZVPD basis set

Geometry as XYZ:
```
70
Properties=species:S:1:pos:R:3:forces:R:3
Au -0.941917 0.007566 0.413217 -0.73 0.30 -1.30
O 2.172454 -2.241427 -1.139556 0.15 0.07 0.06
S 1.535667 -1.100069 -0.469148 -0.32 -0.23 -0.11
C 2.438035 -0.736564 1.025045 0.16 -0.10 0.21
C 3.807279 -0.965371 1.018820 -0.08 0.00 0.00
C 4.571809 -0.633429 2.124637 0.02 -0.01 0.01
C 3.963043 -0.080719 3.238834 0.03 0.00 0.03
C 2.587173 0.081269 3.287011 -0.05 -0.09 -0.09
C 1.799565 -0.307546 2.187298 -0.16 0.30 -0.36
P 0.074151 -0.658548 2.760862 0.32 -0.50 1.43
C 0.221885 -2.348358 3.301499 0.05 0.06 0.29
C 0.978763 -2.607121 4.447808 0.06 -0.08 -0.05
C 1.113052 -3.910716 4.893703 -0.01 0.03 -0.04
C 0.520950 -4.948968 4.186130 0.01 -0.02 0.01
C -0.218466 -4.690388 3.040727 -0.01 0.01 0.00
C -0.386897 -3.388160 2.599192 0.02 -0.03 -0.04
C -0.290915 0.615009 3.922816 -0.01 0.03 0.10
C -1.106313 0.307812 5.018538 0.03 -0.09 0.06
C -1.481527 1.312706 5.889907 0.01 0.02 -0.05
C -1.078557 2.621727 5.648723 -0.02 0.01 0.04
C -0.296351 2.935169 4.544266 0.01 -0.01 -0.02
C 0.105370 1.933989 3.678286 0.02 0.07 -0.03
C 1.900301 0.376848 -1.446180 0.22 0.00 -0.02
C 3.225937 0.703114 -1.694189 -0.05 0.07 -0.05
C 3.533807 1.733719 -2.571110 0.00 -0.01 0.01
C 2.519599 2.428984 -3.208597 0.01 -0.02 0.00
C 1.194056 2.091543 -2.976411 -0.04 0.07 0.00
C 0.870223 1.064602 -2.097618 0.02 -0.11 -0.01
P -0.863874 0.614676 -1.842056 0.12 0.15 0.47
C -1.208243 -0.829822 -2.842698 0.00 -0.03 0.03
C -2.517849 -1.320392 -2.866078 -0.05 -0.03 0.03
C -2.813734 -2.445405 -3.611330 0.05 -0.01 -0.02
C -1.805472 -3.092118 -4.321538 -0.03 -0.01 -0.01
C -0.505378 -2.614890 -4.289448 -0.02 0.03 0.03
C -0.200277 -1.479819 -3.549669 0.01 -0.01 -0.07
C -1.879921 1.989047 -2.364634 -0.08 -0.04 -0.04
C -2.474648 1.979124 -3.625406 0.01 0.05 -0.05
C -3.234708 3.067466 -4.029878 0.04 -0.02 0.03
C -3.393192 4.155607 -3.184314 -0.02 0.02 0.01
C -2.795998 4.167305 -1.928298 0.00 -0.05 -0.05
C -2.045787 3.081210 -1.513732 -0.01 0.05 0.04
H 4.257335 -1.421720 0.146662 0.00 -0.01 -0.01
H 5.641189 -0.793885 2.113133 0.00 -0.03 -0.01
H 4.552715 0.195002 4.102910 -0.01 0.03 -0.01
H 2.142678 0.441864 4.200036 -0.01 0.03 0.01
H 1.453504 -1.805331 4.999721 -0.02 0.02 -0.01
H 1.681633 -4.114547 5.790218 0.00 -0.01 0.01
H 0.634422 -5.966806 4.533735 0.00 -0.01 -0.01
H -0.676287 -5.502646 2.493861 0.00 -0.01 0.00
H -0.980976 -3.200440 1.714586 -0.02 0.03 0.00
H -1.425578 -0.712308 5.196193 0.00 0.00 0.00
H -2.089792 1.082275 6.752975 -0.01 -0.02 0.00
H -1.381323 3.405813 6.329701 0.01 0.01 0.00
H 0.004099 3.957743 4.363823 0.00 0.01 -0.01
H 0.726249 2.177146 2.824248 -0.01 -0.01 0.00
H 4.028942 0.158079 -1.223828 0.01 -0.03 0.00
H 4.568190 1.987342 -2.758576 0.01 -0.01 0.00
H 2.757754 3.229750 -3.894944 -0.01 0.01 0.00
H 0.406844 2.639059 -3.478676 -0.02 -0.02 0.00
H -3.306190 -0.820308 -2.314019 0.02 0.02 0.00
H -3.826946 -2.821059 -3.641349 -0.01 -0.01 0.00
H -2.041090 -3.972742 -4.903727 0.00 -0.01 0.00
H 0.275515 -3.120487 -4.839883 0.01 0.00 -0.01
H 0.817035 -1.111438 -3.541920 0.00 0.01 0.01
H -2.345754 1.135136 -4.291114 -0.01 -0.01 0.02
H -3.700034 3.061722 -5.005777 -0.01 0.01 0.00
H -3.991631 4.998965 -3.501685 0.01 0.01 0.00
H -2.925263 5.016688 -1.272410 -0.01 0.01 0.01
H -1.593475 3.086239 -0.528029 0.00 -0.04 0.00
F -1.539657 -0.852230 2.339914 0.38 0.14 -0.54
```
Forces are in eV/Å.

Computed properties:
energy above the lowest of the compared OMol25 structures with the same formula, charge and spin	237.6	kJ/mol
HOMO energy	-13.78	eV
orbital gap	6.02	eV
charge	+2

[4]
C3H5NOS3 | ωB97M-V with the def2-TZVPD basis set

Geometry as XYZ:
```
13
Properties=species:S:1:pos:R:3:forces:R:3
S -2.147538 0.563168 -2.244268 -0.05 0.07 0.03
N -1.058115 -0.536830 -1.582957 1.38 0.42 2.22
C -0.397560 -0.314330 -0.475002 -2.00 -0.24 -3.18
O -0.501499 0.873732 0.152652 0.08 0.11 0.64
C -0.179319 0.843551 1.527547 0.35 0.13 1.22
S 1.627711 0.757164 1.832059 -0.66 -0.42 0.01
C 2.005925 -0.619798 0.678582 0.51 0.41 -0.30
S 0.577551 -1.614118 0.152910 0.62 0.19 0.35
H -2.138784 1.628809 -1.405189 0.17 -0.29 0.00
H -0.501366 1.764575 2.029727 0.11 0.02 -0.61
H -0.721468 0.049853 2.067337 0.36 -0.05 -0.54
H 2.755388 -1.306933 1.078841 -0.36 0.02 0.37
H 2.527144 -0.124325 -0.149188 -0.50 -0.37 -0.22
```
Forces are in eV/Å.

Computed properties:
energy above the lowest of the compared OMol25 structures with the same formula, charge and spin	120.8	kJ/mol
HOMO energy	-8.37	eV
orbital gap	8.87	eV

[5]
CH3NO3 | ωB97M-V with the def2-TZVPD basis set

Geometry as XYZ:
```
8
Properties=species:S:1:pos:R:3:forces:R:3
C -0.000669 0.699291 -0.229373 -2.79 0.91 -1.71
N -0.612403 -0.287000 0.634793 -0.41 -1.21 0.30
O 0.981057 1.223844 0.093622 2.75 1.07 0.73
O -1.533668 0.117064 1.275216 0.00 0.33 -0.14
O -0.751513 0.942652 -1.325302 0.54 1.01 -0.74
H 1.006724 -1.827069 0.570086 1.33 -3.21 1.22
H 1.325337 -2.600071 0.863529 -1.10 2.92 -1.18
H -0.414865 1.731289 -1.882571 -0.33 -1.83 1.51
```
Forces are in eV/Å.

Computed properties:
energy above the lowest of the compared OMol25 structures with the same formula, charge and spin	266.8	kJ/mol
HOMO energy	-9.92	eV
orbital gap	8.98	eV

[6]
C6H11N2O3P | ωB97M-V with the def2-TZVPD basis set

Geometry as XYZ:
```
23
Properties=species:S:1:pos:R:3:forces:R:3
C -2.323452 0.752496 0.633711 -1.57 -1.78 1.17
C -2.350391 -0.604916 0.526908 -3.57 -0.36 1.70
C -0.533270 0.046494 -0.272536 5.82 2.06 -3.50
C -0.730675 2.555165 0.030415 -0.12 1.10 -1.09
C -0.854644 -2.410638 -0.234801 2.48 -2.93 -0.56
C 3.367975 -0.203875 -0.617759 -2.42 -0.79 -1.62
N -1.161470 1.165185 0.143643 1.59 -0.46 -0.36
N -1.223510 -1.046747 -0.059487 -0.11 0.88 -1.07
O 1.615963 1.309931 1.141145 0.57 -0.29 -0.53
O 1.331007 -1.232757 1.160765 0.74 0.82 -0.96
O 0.859498 0.130053 -1.029003 -5.18 -0.66 3.41
P 1.798515 0.010000 0.431766 1.44 -0.73 0.60
H -3.033871 1.326339 1.184822 -0.10 0.57 -0.12
H -3.185423 -1.238214 0.938282 1.42 0.49 -0.78
H 0.085398 2.898297 0.691069 -0.06 -1.09 -0.59
H -0.535043 2.644715 -1.058772 0.46 0.52 0.85
H -1.562403 3.244280 0.262369 -0.09 -0.80 -0.18
H -0.676900 -2.961364 -1.234537 -0.13 2.32 0.60
H 0.141022 -2.544277 0.333622 -1.77 0.05 -0.46
H -1.682417 -3.023128 0.061630 -0.33 -0.11 1.12
H 3.054727 -0.996529 -1.372069 0.46 0.07 1.36
H 3.207143 0.591565 -1.360169 0.97 0.64 0.64
H 4.392216 -0.412078 -0.301021 -0.49 0.48 0.35
```
Forces are in eV/Å.

Computed properties:
energy above the lowest of the compared OMol25 structures with the same formula, charge and spin	128.9	kJ/mol
HOMO energy	-8.93	eV
orbital gap	9.50	eV